# 1
The following is a DFT calculation (wB97M-V/def2-TZVPD) of a 8-piece molecular cluster, C28H60NO14S7 overall.

Each line ends with the Löwdin charge.
Geometry (Å):
N (11.40100, 7.56400, 11.02900)  0.346
H (11.78300, 6.81300, 10.72300)  -0.011
H (12.11700, 8.38100, 11.41800)  0.195
H (10.93400, 7.28100, 11.78200)  0.049
H (10.82000, 7.79100, 10.21700)  0.108
C (15.39400, 3.00400, 13.48200)  -0.242
C (15.44100, 4.22200, 14.27300)  -0.264
C (14.72900, 5.40200, 13.57300)  -0.237
S (13.38600, 4.56300, 12.79700)  0.638
O (13.41000, 5.07100, 11.45400)  -0.340
O (12.20100, 4.61800, 13.58300)  -0.269
C (14.07600, 2.92900, 12.80700)  -0.208
H (15.60200, 2.26400, 14.15400)  0.085
H (16.39900, 2.93700, 12.81500)  0.182
H (16.43800, 4.69600, 14.45200)  0.128
H (15.04600, 4.16400, 15.32000)  0.138
H (15.48900, 5.84300, 12.81300)  0.130
H (14.25200, 6.17100, 14.21500)  0.101
H (14.08900, 2.46100, 11.86000)  0.100
H (13.39900, 2.38100, 13.40600)  0.101
C (12.40400, 3.88400, 7.79300)  -0.197
C (11.87000, 5.22500, 7.18900)  -0.264
C (10.47400, 5.09000, 7.02400)  -0.255
S (10.01200, 4.28300, 8.55600)  0.738
O (8.83400, 3.48700, 8.31500)  -0.314
O (9.89900, 5.39800, 9.57900)  -0.350
C (11.43700, 3.34200, 8.81800)  -0.271
H (13.38800, 4.00300, 8.37600)  0.139
H (12.33300, 2.96200, 7.17300)  0.127
H (12.55000, 5.59900, 6.36000)  0.134
H (11.86100, 5.85300, 8.10400)  0.100
H (10.19100, 4.48600, 6.21200)  0.109
H (10.05300, 6.09400, 7.03300)  0.084
H (11.35800, 2.28400, 8.86400)  0.098
H (11.97400, 3.53700, 9.87000)  0.140
C (10.26400, 9.13200, 4.81800)  -0.240
C (11.71000, 8.97500, 4.51800)  -0.192
C (12.55900, 8.61000, 5.86500)  -0.172
S (11.58400, 9.31100, 7.16900)  0.640
O (12.39400, 10.34900, 7.75400)  -0.301
O (10.86800, 8.35400, 7.91900)  -0.314
C (10.34800, 10.01100, 6.06600)  -0.255
H (9.72000, 8.06400, 5.20800)  0.164
H (9.40400, 9.42500, 4.12100)  0.140
H (12.17000, 9.84500, 4.20000)  0.078
H (12.29600, 8.25800, 3.79100)  0.156
H (13.43600, 8.87400, 6.04100)  -0.011
H (12.66800, 7.51000, 5.82100)  0.090
H (10.64500, 11.06900, 5.86100)  0.118
H (9.20500, 9.83300, 6.52700)  0.164
C (8.54700, 11.39200, 15.18600)  -0.169
C (7.35800, 10.50100, 14.91200)  -0.268
C (7.62800, 9.57600, 13.74400)  -0.210
S (9.40300, 9.27300, 13.86700)  0.638
O (10.12500, 9.72600, 12.68200)  -0.339
O (9.71100, 7.94600, 14.30600)  -0.301
C (9.74700, 10.34700, 15.12700)  -0.247
H (8.38400, 12.09300, 16.18200)  0.180
H (8.82700, 12.02400, 14.38000)  0.089
H (6.33000, 11.10700, 14.86600)  0.172
H (7.06800, 9.98600, 15.68900)  0.046
H (7.41200, 10.09100, 12.68800)  0.156
H (7.07600, 8.59800, 13.94200)  0.135
H (10.56600, 10.86500, 15.10500)  0.029
H (9.69100, 9.87500, 16.09500)  0.118
C (6.36000, 6.21100, 8.35100)  -0.174
C (7.43000, 7.30300, 8.04500)  -0.227
C (7.11500, 8.47600, 9.01500)  -0.220
S (6.92300, 7.55100, 10.51800)  0.588
O (5.91800, 8.29600, 11.18900)  -0.305
O (8.23700, 7.45400, 11.05500)  -0.306
C (6.35200, 6.12400, 9.85600)  -0.261
H (6.85200, 5.16200, 7.97700)  0.162
H (5.43200, 6.47800, 8.07100)  0.074
H (7.34200, 7.64500, 6.97400)  0.117
H (8.49900, 6.87500, 8.18100)  0.094
H (6.22000, 9.04300, 8.79300)  0.099
H (8.04700, 9.19300, 9.12600)  0.142
H (5.51400, 5.93100, 10.29400)  0.038
H (7.20600, 5.24700, 10.19000)  0.194
C (16.65600, 9.53900, 9.09300)  -0.151
C (17.27700, 8.28000, 9.75300)  -0.200
C (16.25500, 7.11900, 9.64100)  -0.202
S (14.78600, 7.61000, 8.62300)  0.618
O (13.64300, 8.08400, 9.40100)  -0.333
O (14.54800, 6.70800, 7.64400)  -0.272
C (15.54500, 9.17200, 8.05100)  -0.171
H (17.35100, 10.03500, 8.71000)  0.030
H (16.01200, 10.04700, 9.74800)  0.091
H (17.55900, 8.44600, 10.90300)  0.137
H (18.24700, 7.96800, 9.31400)  0.110
H (15.84200, 6.62600, 10.63700)  0.121
H (16.87500, 6.43500, 8.97100)  0.115
H (14.71000, 9.63000, 7.67200)  0.029
H (16.01200, 8.76800, 7.10400)  0.120
C (15.25100, 10.70900, 15.22100)  -0.198
C (13.98700, 11.37100, 14.62100)  -0.174
C (13.90100, 10.90700, 13.16000)  -0.208
S (14.70600, 9.38600, 13.15900)  0.664
O (15.91000, 9.52200, 12.35800)  -0.306
O (13.76000, 8.34700, 12.85500)  -0.332
C (15.15000, 9.17700, 14.86000)  -0.176
H (15.38200, 10.68100, 16.29100)  0.113
H (16.17800, 11.08400, 14.87300)  0.101
H (14.01900, 12.47300, 14.78000)  0.131
H (13.20400, 10.84500, 15.31700)  0.143
H (14.62600, 11.52900, 12.69500)  0.104
H (13.01000, 10.83600, 12.64500)  0.083
H (15.79900, 8.44000, 14.98600)  0.061
H (14.19000, 8.84300, 15.20900)  0.097

Cartesian forces, eV/Å:
N 0.97 9.03 -0.21
H 4.74 -6.33 -2.44
H -1.95 -2.82 -1.75
H -3.45 -1.03 3.98
H -0.42 0.90 0.49
C 3.64 0.42 -2.68
C 0.96 4.58 3.09
C 0.98 0.00 -0.14
S 1.26 1.07 -1.12
O -0.94 0.08 -1.54
O -0.64 -0.12 0.42
C -0.27 -0.31 0.36
H -0.02 -2.57 1.50
H -2.65 0.37 0.75
H -0.26 -1.17 -0.10
H -0.06 -0.53 -0.89
H -1.87 -0.56 1.01
H 0.67 -0.44 -0.32
H -0.04 -0.07 -1.23
H -0.81 -0.73 0.75
C 1.52 -1.21 -0.07
C 4.53 -0.40 1.70
C -2.05 0.36 -0.03
S -2.78 2.90 2.06
O 0.06 -0.19 0.27
O 0.63 -2.48 -1.99
C 2.35 1.36 4.21
H -1.14 -0.17 -1.71
H 1.30 1.25 -0.98
H -1.17 -0.39 1.16
H 1.24 0.63 -0.79
H -0.82 -0.79 -1.09
H -0.68 -0.26 -0.17
H -0.84 -0.82 -0.65
H -1.98 0.22 -1.83
C -2.67 -3.08 1.59
C 4.44 -2.83 -0.75
C -8.76 -3.92 -2.30
S 0.17 1.44 -2.09
O -0.36 -0.09 0.32
O -0.81 -1.83 1.99
C -3.87 0.32 0.78
H 1.87 2.45 -0.88
H 2.07 0.18 0.35
H 0.26 2.45 -0.69
H -2.38 0.73 0.77
H 7.78 3.33 0.50
H -0.73 0.47 0.80
H -0.57 -0.79 0.14
H 3.29 1.27 -0.47
C 0.35 0.15 1.89
C -2.11 4.56 -3.43
C -1.05 0.11 -1.62
S 0.72 -0.87 -2.13
O -0.53 0.17 0.22
O -0.24 -0.78 0.19
C -5.37 0.41 3.70
H 0.86 -2.13 -2.43
H -0.60 1.08 -0.82
H 2.16 -0.85 -0.88
H -0.54 -3.17 4.52
H 0.45 -1.52 2.33
H 0.84 1.23 -0.99
H 5.10 2.45 -0.84
H 0.20 -0.88 0.11
C 5.67 -2.65 0.38
C 0.41 0.36 -1.49
C 3.12 -0.03 -0.85
S 1.29 4.33 -1.32
O -1.60 0.01 2.04
O 1.13 -0.75 1.22
C 6.91 -4.12 -1.14
H -2.04 2.48 0.39
H -3.10 0.54 -1.78
H 0.16 -0.40 0.94
H -1.89 0.91 0.12
H -0.18 -0.10 -0.14
H -1.98 -1.38 -0.03
H -5.28 -1.50 2.43
H -2.45 2.46 -0.69
C -6.69 -4.70 2.02
C -0.28 0.10 2.65
C 0.27 -1.73 0.45
S 2.15 6.77 6.48
O 0.63 -0.90 0.23
O -1.20 -5.19 -5.57
C 3.51 -4.80 -1.55
H 5.54 4.81 -3.24
H 0.19 1.18 1.77
H -0.89 0.05 -2.56
H -0.77 0.34 -0.17
H 1.04 1.00 -2.17
H -1.69 -0.09 1.03
H -1.75 2.63 0.13
H 0.06 0.50 0.65
C 0.60 -1.93 0.59
C -0.95 -1.22 2.74
C 1.95 1.26 2.26
S 1.69 -1.95 -0.90
O -0.39 -0.19 0.19
O -0.82 -0.68 -0.76
C -4.20 4.90 -1.64
H -0.62 0.80 0.53
H 0.90 0.58 -0.78
H -0.35 -0.90 -0.29
H 0.63 1.48 -1.56
H 0.27 0.68 -1.09
H -2.06 0.06 -0.76
H 3.54 -2.57 0.60
H -0.46 -0.30 0.77

Gap between HOMO and LUMO ... 10.29 eV
Total energy ... -4997.60480 Ha
2S+1 ... 1
Largest force on an atom ... 9.87 eV Å⁻¹
Total charge ... +1
Relative energy (zero: lowest compared OMol25 entry of this formula, charge and spin) ... 134.2 kJ/mol

***

# 2
The following is a DFT calculation (wB97M-V/def2-TZVPD) of a 4-piece molecular cluster, C28H61N3O3 overall.

Each line ends with the Löwdin charge.
Geometry (Å):
C (23.40974, -11.55369, 13.08637)  -0.087
C (23.00545, -10.11127, 12.82108)  -0.219
C (21.61262, -9.83543, 13.39028)  -0.105
N (20.84689, -8.73878, 12.67354)  -0.275
C (21.66819, -7.45348, 12.60564)  -0.085
C (21.87114, -6.77234, 13.96337)  -0.148
C (20.52858, -6.58604, 14.63582)  -0.189
C (19.77858, -7.89874, 14.78175)  -0.161
C (19.56048, -8.49271, 13.41487)  -0.119
C (20.48222, -9.21886, 11.30893)  0.022
H (24.25297, -11.89346, 12.48946)  0.081
H (22.58474, -12.20166, 12.76946)  0.059
H (23.59307, -11.77643, 14.13838)  0.081
H (23.03566, -9.92591, 11.74714)  0.102
H (23.70474, -9.41062, 13.28482)  0.114
H (21.74437, -9.48699, 14.40554)  0.118
H (20.98042, -10.71823, 13.30185)  0.136
H (22.57878, -7.75570, 12.10242)  0.126
H (21.05040, -6.79499, 11.99166)  0.140
H (22.58838, -7.36251, 14.53540)  0.120
H (22.29381, -5.79870, 13.71681)  0.130
H (20.63911, -6.07551, 15.59538)  0.125
H (19.91085, -5.87751, 14.07013)  0.126
H (20.33797, -8.55379, 15.44938)  0.116
H (18.82851, -7.72412, 15.28730)  0.131
H (19.04609, -9.45456, 13.45813)  0.132
H (18.96698, -7.84070, 12.77340)  0.141
H (19.91587, -10.11687, 11.55568)  0.079
H (21.40052, -9.49009, 10.80536)  0.096
H (19.84948, -8.52688, 10.76484)  0.114
C (16.41223, -12.17361, 12.55846)  -0.086
C (16.33758, -13.06451, 11.33478)  -0.223
C (16.06424, -12.20186, 10.12417)  -0.130
N (16.18704, -12.89716, 8.79622)  -0.265
C (15.29187, -14.10533, 8.68528)  -0.104
C (13.81281, -13.79578, 8.57112)  -0.157
C (13.51335, -12.84065, 7.41168)  -0.167
C (14.38022, -11.60447, 7.63554)  -0.182
C (15.84087, -11.91491, 7.70694)  -0.118
C (17.62608, -13.33054, 8.56692)  0.043
H (17.25829, -11.47931, 12.50550)  0.061
H (16.49030, -12.74812, 13.47931)  0.088
H (15.56626, -11.49020, 12.68509)  0.088
H (15.48037, -13.72655, 11.49198)  0.120
H (17.21517, -13.68893, 11.23142)  0.095
H (16.72469, -11.33236, 10.11503)  0.141
H (15.05145, -11.80120, 10.13459)  0.129
H (15.45106, -14.72656, 9.55985)  0.130
H (15.66229, -14.57394, 7.77243)  0.144
H (13.46187, -13.37258, 9.51685)  0.122
H (13.29859, -14.74580, 8.41940)  0.130
H (12.48202, -12.48910, 7.44177)  0.123
H (13.64063, -13.38437, 6.47398)  0.126
H (13.90930, -10.97990, 8.39626)  0.124
H (14.27370, -10.95014, 6.75725)  0.134
H (16.40302, -10.99690, 7.86978)  0.144
H (16.12086, -12.35106, 6.74994)  0.144
H (17.71131, -13.60014, 7.52100)  0.112
H (17.81312, -14.17255, 9.22336)  0.099
H (18.25492, -12.48657, 8.83274)  0.111
C (28.54191, -17.56763, 10.24486)  -0.078
C (27.21410, -17.61765, 11.00756)  -0.235
C (26.04973, -18.01408, 10.13745)  -0.152
N (24.68082, -17.89279, 10.74796)  -0.271
C (24.31911, -16.44927, 10.92725)  -0.102
C (22.88847, -16.31590, 11.36360)  -0.161
C (21.92860, -16.89564, 10.31823)  -0.187
C (22.26433, -18.35686, 10.07662)  -0.164
C (23.73580, -18.55702, 9.76689)  -0.106
C (24.64216, -18.66404, 12.02069)  0.029
H (28.47884, -17.18991, 9.22371)  0.082
H (28.84505, -18.60940, 10.07180)  0.085
H (29.31154, -17.07370, 10.82406)  0.082
H (27.03973, -16.60520, 11.39077)  0.111
H (27.30895, -18.28949, 11.86032)  0.113
H (26.16433, -19.02542, 9.74100)  0.145
H (26.03526, -17.37366, 9.25117)  0.139
H (24.52665, -15.91097, 10.00371)  0.152
H (25.01273, -16.06423, 11.67568)  0.130
H (22.61206, -15.26098, 11.44823)  0.117
H (22.70956, -16.76844, 12.33934)  0.118
H (21.97384, -16.29730, 9.40657)  0.120
H (20.93504, -16.72454, 10.72800)  0.113
H (21.67076, -18.73652, 9.24315)  0.127
H (21.93330, -18.95047, 10.93419)  0.119
H (23.89362, -18.11691, 8.78098)  0.146
H (24.02414, -19.60454, 9.74654)  0.136
H (24.95264, -19.68416, 11.82291)  0.124
H (23.64278, -18.64104, 12.43977)  0.099
H (25.28090, -18.17088, 12.75012)  0.113
O (19.48635, -12.37891, 11.24512)  -0.027
C (20.65307, -12.90925, 10.61339)  -0.780
O (20.49168, -14.09702, 10.22124)  -0.050
O (21.58639, -12.12724, 10.42039)  -0.004
H (19.02445, -13.21797, 11.09778)  0.039

Cartesian forces, eV/Å:
C -0.59 -0.67 -0.06
C 0.10 0.19 -0.05
C 0.38 0.24 -0.58
N 0.18 0.69 0.45
C -0.86 -0.30 0.06
C -0.05 -0.43 -1.03
C -0.23 0.66 0.61
C 0.14 0.54 0.36
C -0.16 -0.49 -0.01
C 0.05 -0.79 0.86
H 0.21 0.33 0.09
H 0.08 0.08 -0.01
H 0.13 0.22 0.03
H -0.01 -0.16 0.01
H 0.11 -0.07 -0.08
H -0.32 -0.32 0.24
H 0.00 -0.02 0.26
H 0.15 0.38 -0.12
H 0.29 0.00 -0.26
H -0.04 0.25 0.32
H 0.29 -0.05 0.24
H 0.15 -0.28 0.09
H 0.11 -0.15 -0.26
H -0.07 -0.20 -0.09
H -0.14 -0.09 -0.23
H 0.05 -0.02 0.00
H 0.01 0.17 0.11
H 0.05 -0.19 -0.75
H -0.21 -0.04 -0.40
H 0.21 0.38 0.10
C 0.42 0.84 0.50
C -1.17 0.09 0.26
C -0.18 0.16 -0.26
N 0.67 0.32 -0.16
C 0.04 0.12 -0.38
C -0.28 0.18 -0.14
C -0.12 0.01 0.97
C -1.11 0.54 -1.75
C -0.22 0.27 0.34
C -0.91 0.22 0.47
H 0.22 -0.37 -0.03
H 0.08 -0.05 -0.05
H -0.31 -0.41 -0.26
H 0.14 -0.17 -0.10
H 0.15 -0.02 0.01
H 0.21 -0.17 -0.20
H -0.02 -0.08 0.29
H 0.39 -0.18 -0.12
H -0.16 -0.40 0.13
H -0.11 -0.06 -0.03
H 0.02 -0.02 0.18
H -0.10 -0.34 -0.01
H 0.35 0.37 -0.17
H 0.54 -0.24 0.55
H 0.13 -0.13 0.03
H 0.33 -0.18 0.07
H 0.23 -0.13 0.08
H 0.19 -0.11 -0.01
H 0.31 -0.08 -0.12
H 0.21 -0.08 -0.09
C -0.29 -1.58 -0.42
C 0.13 0.94 0.31
C 0.42 0.15 -0.89
N 0.10 -0.73 -0.72
C 0.30 0.18 0.84
C -0.77 0.62 -0.53
C 0.28 0.29 0.58
C -0.68 -0.16 0.39
C -0.52 0.19 -0.30
C -0.18 0.56 0.46
H -0.17 0.60 0.23
H 0.28 0.17 0.21
H 0.07 0.13 -0.07
H -0.10 -0.17 0.15
H 0.09 0.05 0.02
H -0.11 -0.12 0.31
H -0.09 0.05 0.08
H -0.13 -0.23 -0.20
H -0.08 0.04 0.01
H 0.32 0.02 0.11
H 0.09 -0.01 0.04
H 0.11 -0.02 -0.03
H -0.18 -0.34 -0.27
H 0.24 -0.11 -0.13
H 0.21 -0.02 0.05
H 0.46 0.04 0.09
H -0.04 -0.06 -0.10
H 0.10 -0.03 0.04
H -0.10 -0.18 -0.20
H 0.18 -0.16 -0.11
O 0.31 -0.66 -0.23
C 0.79 0.24 -1.54
O -0.10 0.38 0.62
O -0.20 -0.03 0.69
H -0.72 0.24 0.65

Gap between HOMO and LUMO ... 9.10 eV
Total energy ... -1492.97456 Ha
2S+1 ... 1
Largest force on an atom ... 2.14 eV Å⁻¹
Total charge ... +2
Relative energy (zero: lowest compared OMol25 entry of this formula, charge and spin) ... 64.2 kJ/mol

***

Which value of largest force on an atom does entry 2 give? 2.14 eV Å⁻¹